Record 1
{"formula": "C21H20N2O4Pd", "method": "the ωB97M-V functional and the def2-TZVPD basis", "species": ["Pd", "O", "C", "O", "C", "C", "C", "C", "C", "C", "C", "C", "C", "N", "H", "H", "H", "H", "H", "H", "C", "O", "C", "C", "O", "C", "H", "H", "H", "H", "H", "H", "H", "H", "H", "H", "N", "C", "C", "C", "C", "C", "C", "C", "H", "H", "H", "H"], "positions_angstrom": [[0.2473, 0.1822, -0.1594], [-1.8277, 3.2332, -2.1529], [-1.1158, 2.5250, -1.4556], [-1.0956, 1.2501, -1.4382], [-0.1633, 3.2632, -0.4934], [-0.1491, 4.6780, -0.5003], [0.6907, 5.3331, 0.3488], [1.5348, 4.5897, 1.2111], [2.4450, 5.1851, 2.1124], [3.2417, 4.4096, 2.9088], [3.1670, 3.0041, 2.8352], [2.2925, 2.4028, 1.9732], [1.4541, 3.1822, 1.1487], [0.5939, 2.5534, 0.3025], [-0.8121, 5.1826, -1.1872], [0.7319, 6.4154, 0.3735], [2.5016, 6.2658, 2.1580], [3.9393, 4.8707, 3.5950], [3.8137, 2.4026, 3.4610], [2.2301, 1.3250, 1.8799], [2.3834, -1.7487, 1.4108], [0.9938, -1.4393, 1.3061], [0.3913, -1.1079, 2.5554], [-1.1044, -1.0112, 2.3354], [-1.4194, 0.0019, 1.3873], [-1.8703, 1.2332, 1.9486], [2.5756, -2.2931, 2.3369], [2.9898, -0.8407, 1.3826], [2.6427, -2.3742, 0.5610], [0.7893, -0.1558, 2.9274], [0.6168, -1.8917, 3.2852], [-1.6074, -0.8123, 3.2846], [-1.4784, -1.9518, 1.9282], [-2.7502, 1.0513, 2.5694], [-2.1391, 1.8707, 1.1114], [-1.0852, 1.7114, 2.5413], [5.7616, -0.8161, -4.7945], [4.8747, -0.6256, -4.0884], [3.7782, -0.3910, -3.1990], [3.4913, 0.9023, -2.7699], [2.4391, 1.1298, -1.8982], [1.6640, 0.0666, -1.4364], [1.9451, -1.2252, -1.8921], [2.9963, -1.4585, -2.7624], [4.0957, 1.7270, -3.1238], [2.2289, 2.1408, -1.5795], [1.3274, -2.0585, -1.5727], [3.2108, -2.4591, -3.1135]], "forces_ev_per_a": [[-0.6768, -0.2705, 0.2169], [-0.0309, 0.0116, 0.0499], [0.0308, 0.0711, -0.0819], [0.3786, -0.1540, 0.1451], [0.0307, -0.1382, 0.0644], [0.0343, 0.0933, 0.0203], [-0.0418, -0.0732, -0.0486], [-0.0257, -0.0497, -0.0217], [0.0585, -0.0093, 0.0651], [-0.0258, 0.1206, -0.0249], [-0.0368, -0.1035, -0.0364], [0.0828, -0.0178, 0.0811], [-0.0260, 0.1325, -0.0219], [-0.0406, 0.2035, -0.0230], [0.0093, 0.0122, 0.0050], [-0.0094, 0.0125, -0.0052], [0.0114, 0.0084, 0.0089], [-0.0005, 0.0144, 0.0001], [0.0005, -0.0056, -0.0002], [0.0035, 0.0073, -0.0035], [0.0800, 0.0238, -0.0615], [0.0031, 0.0823, -0.1097], [-0.1396, 0.1090, -0.0071], [0.1264, -0.0363, -0.0045], [0.1341, 0.0619, -0.0592], [-0.0449, -0.0035, 0.0393], [-0.0233, -0.0325, -0.0079], [-0.0096, 0.0078, 0.0403], [0.0098, 0.0514, 0.0004], [0.0190, -0.0166, -0.0073], [-0.0461, -0.0075, 0.0025], [0.0004, -0.0099, 0.0025], [0.0269, -0.0008, -0.0043], [0.0052, 0.0073, -0.0046], [0.0002, 0.0105, 0.0180], [-0.0035, -0.0029, -0.0144], [0.0009, -0.0044, -0.0046], [0.1726, -0.0286, -0.1332], [-0.1470, 0.0169, 0.1191], [0.0083, -0.0163, -0.0066], [-0.1240, -0.0527, 0.1177], [0.3056, -0.1711, -0.3294], [-0.0528, 0.0942, 0.0219], [-0.0145, 0.0287, 0.0118], [-0.0022, 0.0075, 0.0038], [-0.0142, 0.0066, 0.0061], [0.0051, 0.0172, -0.0151], [-0.0019, -0.0077, -0.0033]], "lowdin_charge": [0.94, 0.04, -0.62, -0.10, -0.18, 0.02, 0.01, -0.15, -0.03, -0.08, -0.07, -0.02, -0.22, 0.11, 0.12, 0.12, 0.11, 0.10, 0.10, 0.08, -0.07, -0.27, -0.19, -0.17, -0.27, -0.06, 0.09, 0.09, 0.09, 0.12, 0.13, 0.13, 0.14, 0.10, 0.09, 0.09, 0.15, -0.19, -0.25, -0.03, -0.07, -0.24, -0.11, -0.03, 0.12, 0.09, 0.10, 0.12], "e_tot_ha": -1350.53709, "homo_lumo_gap_ev": 7.996, "de_lowest_ev": 0.613, "lumo_energy_ha": -0.0093, "spin_multiplicity": 1}

Record 2
{"formula": "Cl2H3PSi", "method": "the ωB97M-V functional and the def2-TZVPD basis", "species": ["Si", "P", "Cl", "Cl", "H", "H", "H"], "positions_angstrom": [[-2.2233, 0.1239, -0.0752], [-0.9575, -0.5042, 1.6284], [-3.2789, 1.7482, 0.4643], [-3.5038, -1.2470, -0.8921], [-0.3129, 0.2168, -2.8093], [-0.1385, 0.5701, 1.6882], [-0.2887, -1.7317, 1.2631]], "forces_ev_per_a": [[1.0786, -0.2335, -1.4408], [-1.8441, -1.9467, 1.1977], [-0.4133, 0.6100, 0.4318], [-0.0813, -0.2850, 0.3031], [-0.1724, 0.0218, 0.2529], [1.3123, 0.6721, -0.4404], [0.1201, 1.1612, -0.3042]], "lowdin_charge": [-0.58, 0.50, 0.20, 0.16, 0.04, -0.19, -0.13], "e_tot_ha": -1552.95397, "homo_lumo_gap_ev": [8.830, 7.085], "de_lowest_ev": 4.396, "lumo_energy_ha": [-0.0370, -0.0156], "spin_multiplicity": 1}

Record 3
{"formula": "C35H45N3O7", "method": "the ωB97M-V functional and the def2-TZVPD basis", "species": ["C", "C", "O", "C", "C", "C", "C", "C", "C", "C", "C", "C", "O", "O", "C", "C", "O", "H", "H", "H", "H", "H", "H", "H", "H", "H", "H", "H", "H", "H", "H", "H", "H", "H", "H", "H", "H", "H", "C", "N", "C", "O", "C", "C", "C", "C", "C", "C", "C", "C", "N", "C", "C", "C", "C", "C", "C", "C", "N", "O", "O", "C", "C", "C", "C", "C", "H", "H", "H", "H", "H", "H", "H", "H", "H", "H", "H", "H", "H", "H", "H", "H", "H", "H", "H", "H", "H", "H", "H", "H"], "positions_angstrom": [[-2.5086, 6.4291, 1.1463], [-1.1379, 5.9656, 0.7341], [-1.1934, 4.5760, 0.3431], [0.0253, 4.0814, 0.0339], [0.1467, 2.8327, -0.7501], [1.4365, 2.7827, -1.5783], [1.6645, 4.0965, -2.3929], [2.9968, 4.2706, -3.1335], [4.2172, 3.8328, -2.3272], [3.9885, 2.5435, -1.5305], [2.6910, 2.5586, -0.6987], [-0.9693, 2.0352, -1.2352], [-0.8087, 1.0496, -1.9650], [-2.2097, 2.4129, -0.8275], [-3.2906, 1.8467, -1.6231], [-4.5879, 2.4956, -1.2181], [1.0526, 4.6748, 0.3992], [-2.4463, 7.3582, 1.7118], [-3.1525, 6.6343, 0.2917], [-3.0197, 5.7005, 1.7697], [-0.7782, 6.5617, -0.1117], [-0.4046, 6.0869, 1.5386], [1.3364, 1.9194, -2.2570], [0.7959, 4.2407, -3.0515], [1.6170, 4.9069, -1.6580], [2.9361, 3.7497, -4.0955], [3.1014, 5.3338, -3.3741], [5.0763, 3.7215, -2.9957], [4.5259, 4.6422, -1.6520], [3.9197, 1.6990, -2.2312], [4.8554, 2.3642, -0.8807], [2.7168, 3.3755, 0.0359], [2.5695, 1.6304, -0.1175], [-3.0790, 2.0599, -2.6789], [-3.3076, 0.7561, -1.4816], [-5.4409, 1.9167, -1.5725], [-4.6861, 2.6062, -0.1408], [-4.6844, 3.4900, -1.6554], [2.3581, -5.6110, 2.2668], [1.8113, -4.5934, 1.3829], [2.2038, -4.5010, 0.0778], [3.0718, -5.1886, -0.4535], [1.3954, -3.3621, -0.5508], [0.4849, -3.9363, -1.6384], [1.2650, -4.3526, -2.8755], [1.1455, -5.6419, -3.4132], [2.0457, -6.0694, -4.3940], [3.0022, -5.1914, -4.9096], [3.0018, -3.8599, -4.4920], [2.1223, -3.4319, -3.4920], [0.7422, -2.7472, 0.6033], [0.1504, -1.5404, 0.4738], [-0.6342, -0.9266, 1.4280], [-1.1426, 0.3630, 1.5771], [-2.2342, 0.5250, 2.5204], [-3.2990, 1.4617, 2.3523], [-4.4040, 1.4381, 3.1835], [-4.4030, 0.6029, 4.3231], [-5.2350, 0.8632, 5.4350], [-5.0341, 0.1399, 6.4432], [-6.0913, 1.7673, 5.3802], [-3.3927, -0.3487, 4.5019], [-2.3042, -0.3184, 3.6680], [0.7964, -3.6166, 1.7912], [-0.5132, -4.3733, 2.0634], [1.2348, -2.9025, 3.0657], [3.0819, -6.1938, 1.6880], [2.8747, -5.1383, 3.1174], [1.5650, -6.2802, 2.6413], [2.1142, -2.6584, -1.0031], [-0.0700, -4.8165, -1.2668], [-0.2585, -3.1809, -1.9318], [0.3948, -6.3298, -3.0105], [2.0155, -7.0971, -4.7484], [3.7344, -5.5419, -5.6354], [3.7033, -3.1537, -4.9287], [2.1430, -2.3952, -3.1429], [0.2013, -1.0235, -0.4911], [-1.0527, -1.6308, 2.1329], [-0.7385, 1.2570, 1.1436], [-3.2320, 2.1610, 1.5078], [-5.2401, 2.1185, 3.0291], [-3.4171, -1.0182, 5.3514], [-1.4864, -0.9948, 3.9097], [-0.7479, -5.0693, 1.2439], [-0.3536, -4.9545, 2.9804], [-1.3569, -3.6924, 2.2253], [2.2202, -2.4481, 2.9015], [0.5088, -2.1370, 3.3496], [1.2885, -3.6678, 3.8485]], "forces_ev_per_a": [[-0.4155, 0.1076, -0.0627], [0.3112, -0.1105, 0.2214], [-0.4419, 0.6588, 0.0950], [1.7521, -1.2499, -0.4189], [-1.4034, 0.9161, -0.1462], [0.7389, -0.2595, 0.3916], [-0.4964, 0.0960, 0.6380], [-0.4739, -0.2044, -0.2245], [0.1087, 0.0833, 0.1753], [-0.2542, -0.2006, 0.0704], [0.0836, 0.2810, -0.0928], [2.3834, 1.0207, 0.1598], [-0.6004, -0.4973, 0.0193], [-1.2753, -0.3490, -0.2137], [0.6958, -0.1018, 0.1737], [-0.2410, 0.3389, -0.0485], [-1.2661, 0.1203, 0.0522], [0.1225, 0.0439, 0.0405], [-0.0039, -0.1326, -0.1138], [0.0495, -0.1578, 0.1371], [0.0562, -0.1454, 0.0579], [-0.2028, -0.0774, -0.1185], [0.0621, 0.3098, 0.0723], [0.3026, -0.0298, -0.1190], [-0.0381, -0.1274, -0.1288], [0.2306, -0.1667, 0.0623], [-0.0052, -0.0794, -0.1172], [-0.0370, -0.1511, -0.0443], [-0.2905, -0.1219, 0.1342], [0.1338, 0.0357, -0.0039], [-0.1101, -0.0548, -0.1079], [0.1172, -0.2569, -0.2240], [0.1206, 0.0279, -0.2076], [-0.0094, -0.2607, 0.2089], [-0.0036, 0.2766, -0.0880], [0.0399, -0.1171, -0.0343], [0.0456, -0.0878, 0.1231], [0.0993, 0.0452, 0.0885], [-0.1007, 0.1168, 0.2886], [0.1802, 0.1299, -0.4177], [1.1993, -0.4611, 0.0079], [-1.4292, 0.9672, 0.5136], [1.2482, -0.5029, -0.5429], [-0.8046, -0.1114, -0.5373], [0.0266, 0.0777, -0.3247], [0.4838, 0.1420, 0.3048], [-0.0975, 0.2197, -0.0212], [-0.3101, 0.0677, 0.2277], [-0.1943, 0.0455, 0.1427], [0.2680, -0.4751, 0.0583], [-1.3261, 2.0688, -0.8705], [1.5726, -1.2430, -0.8646], [-1.6606, 1.2325, 1.5945], [0.6052, -1.7278, 0.1196], [-1.1387, 0.0493, 1.7531], [0.9978, -0.6444, -0.9635], [-0.1420, 0.0466, 1.1172], [1.6947, 0.1353, -1.9154], [-2.3821, -0.1292, 2.7025], [-0.7242, 1.6252, -1.6831], [1.6728, -1.6392, -0.0591], [-0.1110, 0.6918, 0.3006], [0.0828, -0.3076, -1.0907], [-0.1270, -0.8824, 0.6461], [-0.1668, 0.0191, -0.1843], [0.2251, 0.1110, -0.3409], [-0.2182, 0.1847, 0.0999], [-0.1486, -0.2620, -0.2646], [0.3107, 0.2253, -0.1244], [-0.3869, -0.1276, 0.2461], [0.1671, 0.3856, 0.0242], [0.0852, -0.0296, 0.1934], [0.3651, 0.1815, -0.0761], [-0.0629, 0.1822, 0.0569], [-0.2176, 0.1091, 0.1253], [-0.1222, -0.1001, 0.0700], [0.0767, -0.3011, -0.1971], [0.4781, -0.2686, -0.0440], [-0.1691, -0.0223, 0.0047], [0.2666, 0.3482, -1.0224], [-0.1176, -0.3233, 0.3186], [0.3221, -0.0406, 0.1316], [0.0109, 0.2247, -0.0214], [-0.1206, 0.1869, -0.1372], [0.0284, 0.3173, 0.2263], [-0.2133, 0.0860, -0.2481], [0.1358, -0.2013, -0.0170], [-0.2381, -0.0237, 0.2226], [0.2679, -0.1638, 0.1127], [0.0739, 0.3886, -0.0479]], "lowdin_charge": [-0.08, -0.23, -0.02, -0.46, -0.07, -0.27, -0.15, -0.20, -0.21, -0.20, -0.17, -0.53, -0.01, -0.06, -0.22, -0.07, 0.00, 0.07, 0.07, 0.07, 0.13, 0.12, 0.13, 0.12, 0.10, 0.10, 0.10, 0.10, 0.11, 0.10, 0.10, 0.10, 0.10, 0.13, 0.12, 0.08, 0.05, 0.08, 0.00, -0.03, -0.37, 0.10, -0.16, -0.07, -0.23, -0.04, -0.08, -0.08, -0.07, -0.04, 0.07, 0.06, -0.04, 0.11, -0.15, 0.03, 0.04, -0.15, -0.31, 0.05, 0.08, 0.02, -0.01, -0.46, 0.02, 0.01, 0.10, 0.10, 0.10, 0.17, 0.12, 0.13, 0.11, 0.10, 0.10, 0.11, 0.12, 0.16, 0.07, 0.11, 0.11, 0.13, 0.12, 0.10, 0.10, 0.09, 0.09, 0.11, 0.07, 0.09], "e_tot_ha": -2051.44676, "homo_lumo_gap_ev": 3.301, "de_lowest_ev": 0.000, "lumo_energy_ha": -0.1054, "spin_multiplicity": 1}